[1]
{"formula": "C3H8NO2P", "method": "wB97M-V/def2-TZVPD", "species": ["C", "H", "H", "O", "N", "H", "H", "C", "H", "H", "H", "O", "P", "C", "H"], "xyz": [[-1.1298, -1.8454, 0.0971], [-2.4122, 2.8691, -0.5235], [-1.5615, 3.6565, 0.9036], [-0.5955, -0.6392, 0.5979], [-0.4150, 2.8661, -0.6626], [-0.6748, -2.6935, 0.6141], [-2.2005, -1.8301, 0.2971], [-1.4745, 3.1473, -0.0634], [3.6586, -0.4675, -0.6168], [0.4403, 3.1585, -0.1929], [-0.9593, -1.9503, -0.9761], [1.7760, -1.0461, 0.0284], [0.6932, 0.1342, -0.0317], [3.0137, -1.2611, -0.2825], [3.3769, -2.2656, -0.1572]], "forces_ev_per_a": [[-0.1, -0.4, -0.1], [-0.3, -0.1, -0.1], [0.2, 0.0, -0.1], [0.3, 0.6, 0.2], [0.6, -0.1, -0.7], [0.0, 0.0, -0.1], [0.0, -0.1, 0.0], [-0.5, 0.3, 0.6], [0.0, 0.2, -0.1], [-0.2, 0.1, 0.3], [0.0, 0.0, 0.0], [-0.6, -0.9, 0.4], [-0.7, 0.6, -0.1], [1.3, -0.3, -0.3], [0.0, -0.1, 0.0]], "nbo_charge": [-0.246, 0.155, 0.143, -0.822, -0.605, 0.180, 0.188, -0.035, 0.146, 0.339, 0.176, -0.737, 1.032, -0.070, 0.156], "orbital_gap_ev": [7.793, 7.527], "energy_ha": -665.5688, "homo_ha": [-0.2574, -0.2705], "molar_mass_g_mol": 121.08}



[2]
{"formula": "C5H12NS", "method": "wB97M-V/def2-TZVPD", "species": ["S", "H", "C", "C", "H", "H", "H", "N", "C", "H", "H", "H", "H", "H", "H", "H", "C", "C", "H"], "xyz": [[0.2768, 0.4110, 3.3447], [0.8309, -0.9485, 0.9713], [-1.1606, -1.6190, 0.3194], [-0.1924, -0.5534, 0.7096], [-1.5214, -2.1307, 1.3793], [-0.9911, 0.9035, -0.4670], [-1.7158, 0.3595, 1.9629], [-0.0586, 0.5543, -0.2828], [-0.6360, 0.1577, 2.0317], [-2.0141, -1.3083, -0.1054], [-0.2873, -1.0350, -1.5215], [0.6091, 2.3280, 0.7963], [1.1637, 2.1490, -0.9551], [-0.7718, -2.5524, -0.1394], [0.2097, 0.3219, -2.3770], [1.4225, -0.4921, -1.3267], [0.3624, -0.2026, -1.4555], [0.9267, 1.5900, 0.0249], [1.8028, 1.1525, 0.5852]], "forces_ev_per_a": [[-0.7, -0.2, -1.2], [-0.9, 0.4, -0.9], [1.6, -4.1, 4.8], [1.3, 0.9, 3.7], [0.7, 1.5, -2.4], [-0.2, 0.6, 0.1], [0.2, 0.3, 0.5], [0.3, -1.4, -0.4], [0.0, -0.8, 0.0], [-3.1, 1.3, -1.8], [-0.1, -0.9, -0.3], [-0.5, -0.5, -0.8], [-0.1, -1.0, 1.7], [0.1, 1.0, -0.2], [0.3, 0.8, -0.4], [-0.7, 0.1, -0.1], [1.1, 0.0, -1.5], [1.4, 2.1, 0.5], [-0.7, 0.0, -1.3]], "nbo_charge": [0.225, 0.258, -0.672, -0.137, 0.271, 0.435, 0.197, -0.349, -0.333, 0.225, 0.236, 0.260, 0.254, 0.266, 0.239, 0.242, -0.418, -0.460, 0.259], "smiles": "C[C@H](C=S)[NH+](C)C", "orbital_gap_ev": 8.460, "energy_ha": -650.3233, "homo_ha": -0.4748, "molar_mass_g_mol": 118.22, "charge": 1}



[3]
{"formula": "C6H16N2", "method": "wB97M-V/def2-TZVPD", "species": ["H", "N", "H", "C", "H", "H", "C", "H", "H", "N", "C", "H", "C", "H", "H", "H", "H", "H", "H", "H", "C", "H", "C", "H"], "xyz": [[-2.4864, 0.5316, -1.2312], [0.4073, 1.5048, -1.7325], [-1.9823, -2.1794, -1.4413], [1.8980, 0.6119, 2.3399], [1.4350, -1.2622, 0.7773], [-2.2734, -2.7723, 0.1837], [0.9558, -0.3158, 0.9915], [-0.0990, -0.2225, 1.2543], [-1.3829, 1.2127, 0.0115], [-1.6824, -0.7865, 0.2471], [1.8079, 0.8107, 0.7580], [0.9881, 0.6372, -1.3939], [-2.3444, -1.8689, -0.4399], [-3.4176, -1.6750, -0.5836], [2.7447, 0.6346, 0.2444], [0.8131, 1.5281, -2.6685], [-0.8579, -0.0289, -2.5099], [0.0013, -0.8109, -1.2322], [1.0662, 1.1365, 2.7992], [1.4118, 1.7582, 0.4095], [-1.5805, 0.3500, -0.6381], [2.2142, -0.3035, 2.8214], [-0.3417, 0.1835, -1.5610], [2.7051, 1.3262, 2.5944]], "forces_ev_per_a": [[0.0, 0.1, 0.0], [2.1, -3.3, 1.2], [0.3, 0.3, 0.0], [1.1, 2.7, 0.9], [-0.4, -0.3, 0.6], [-0.1, 0.1, -0.1], [-0.7, -0.3, -1.4], [-0.1, -0.6, 0.2], [-0.1, 0.3, -0.3], [-0.1, 0.3, -0.3], [-0.1, -0.5, -0.1], [2.1, 3.1, 0.0], [0.2, -0.8, 0.6], [-0.1, 0.1, 0.0], [0.2, -0.3, 0.1], [-0.5, 0.1, -0.3], [0.7, -0.3, -0.3], [1.4, 0.6, 0.1], [-0.3, -0.7, 0.2], [-0.3, 0.1, 0.7], [1.0, -0.2, 1.5], [-0.3, -0.3, -0.2], [-6.2, 0.1, -2.8], [0.3, -0.3, -0.2]], "nbo_charge": [0.173, -0.841, 0.137, -0.641, 0.220, 0.184, -0.152, 0.318, 0.170, -0.689, -0.450, 0.385, -0.437, 0.165, 0.223, 0.345, 0.202, 0.219, 0.253, 0.288, -0.244, 0.269, -0.372, 0.273], "orbital_gap_ev": 5.260, "energy_ha": -347.3784, "homo_ha": -0.2119, "molar_mass_g_mol": 116.21}



[4]
{"formula": "C52H78O39", "method": "wB97M-V/def2-TZVPD", "species": ["H", "H", "C", "H", "O", "H", "O", "C", "O", "H", "H", "H", "C", "C", "C", "O", "O", "O", "O", "C", "H", "C", "O", "C", "H", "H", "C", "C", "H", "H", "H", "O", "O", "C", "H", "C", "C", "O", "O", "H", "H", "O", "C", "H", "C", "H", "O", "O", "H", "H", "H", "C", "H", "C", "O", "H", "H", "H", "O", "H", "H", "H", "O", "H", "O", "C", "C", "C", "H", "C", "H", "H", "H", "C", "C", "H", "C", "O", "C", "H", "O", "O", "O", "C", "O", "C", "H", "H", "H", "C", "H", "O", "C", "C", "C", "H", "O", "H", "O", "H", "H", "H", "H", "O", "O", "H", "H", "C", "H", "C", "H", "C", "O", "H", "H", "H", "H", "H", "O", "O", "C", "O", "H", "H", "H", "H", "H", "H", "H", "H", "O", "C", "C", "C", "H", "C", "O", "C", "H", "C", "H", "H", "H", "O", "H", "C", "C", "C", "H", "C", "H", "H", "H", "O", "O", "H", "C", "C", "H", "O", "H", "C", "H", "H", "C", "C", "C", "H", "C"], "xyz": [[0.9113, -4.6751, 0.6417], [7.0605, -2.4251, -1.4326], [-3.8989, 1.7606, -1.5205], [1.8976, -0.3247, -0.3462], [-0.7924, 0.1266, 2.4170], [-0.0770, -7.5217, -5.0727], [-4.5064, 1.4467, -2.6561], [-0.1436, 2.2652, 4.7932], [5.0359, 0.3145, 1.5169], [-2.5362, 4.4502, -3.4431], [-6.6144, 2.4718, -0.8143], [-2.8240, -8.8840, -3.7687], [3.8735, -3.9445, 2.8399], [1.7875, -2.5779, -5.3651], [7.2090, -4.1095, -2.8187], [3.6419, 5.1621, 2.8206], [-1.9187, -1.9713, 4.2025], [4.9247, -3.7549, -6.0467], [-5.0090, -4.2874, 3.1815], [1.5431, 5.3798, -2.6405], [-3.4796, -2.9237, -0.7915], [-3.4239, 2.2211, 2.5481], [3.1287, -2.7665, -4.9817], [0.5717, 1.4602, -0.4090], [-4.4240, 2.1068, 4.3971], [6.5973, -4.4643, -3.6481], [-4.4942, -3.4566, 2.3868], [4.5489, -1.9616, -2.2385], [-2.8889, 1.2752, 2.6326], [-2.7219, 2.9388, 2.9726], [-0.3124, -3.2466, -7.3617], [-0.0692, -4.3286, -2.3361], [0.8292, 4.3639, -3.1004], [-1.3175, -7.4282, -3.2794], [-0.0770, 1.8678, -1.1844], [4.4711, 6.0079, 0.7439], [-0.3616, 4.7880, -3.7746], [-7.3915, 0.6316, 1.8618], [-3.7207, -0.8953, 4.9573], [3.7564, -1.7660, 0.6380], [3.0729, -3.8710, 0.0778], [0.0007, -0.6315, 0.3921], [-1.5757, 4.0511, -3.1171], [1.6673, 2.9735, 3.7854], [-5.8908, 2.9274, -1.4902], [-6.5694, 1.4554, -2.9055], [-1.2003, -6.3228, -2.3978], [2.9874, -4.5037, 1.9876], [6.3648, -2.1916, -4.4416], [-0.7269, 1.7756, 4.0133], [1.1181, -3.3199, -4.9298], [-0.3574, 0.3713, 1.3030], [1.7047, 3.9990, 1.6494], [-2.5282, -2.6818, -0.3178], [-2.1590, 2.2715, 7.5564], [-3.4555, -7.2333, -3.9583], [-6.4609, 4.9019, -0.8070], [-1.1431, 6.7075, -3.0051], [-2.2494, -1.5970, 6.3831], [-5.1224, 4.0702, 2.3447], [4.1313, 3.2634, -1.3963], [-2.2049, -1.7778, -0.8339], [4.0431, -2.6663, 2.4501], [7.3371, -1.1372, -3.3837], [4.8591, 6.7687, 1.9001], [-0.7261, -6.8105, -4.5618], [1.0903, -3.6426, 0.9417], [0.7849, 3.3900, 4.2713], [-3.3481, -0.6457, 2.1019], [4.3088, 6.3531, 3.0398], [-2.9357, -0.3827, 7.8801], [-0.4093, -0.2459, -2.3015], [-6.3340, -0.7700, 5.3648], [2.3477, 4.5298, 0.9473], [-4.7365, 2.2157, 3.3585], [0.6129, -4.6585, -7.1040], [0.5252, -0.6806, -1.9469], [0.9466, 6.5017, -2.9744], [-2.5797, -1.5363, 5.1428], [2.4426, 3.8985, 0.0639], [-3.3839, -3.6655, 1.6363], [-0.1538, 1.5485, 0.8001], [3.6574, 1.7295, 0.8026], [4.3980, 1.3199, -0.3664], [4.4018, -4.5037, 3.7979], [6.5834, -2.8086, -2.3344], [7.2163, -4.9255, -2.0960], [1.7938, 5.4322, 0.6884], [1.5082, 2.0139, -0.3427], [-5.6640, 3.3730, 2.9839], [2.3792, -1.6312, 1.7691], [-0.1742, 1.3136, 6.9172], [5.4208, 0.3423, 0.1535], [-3.8781, -1.4266, 1.5566], [2.5983, -3.5733, 1.0128], [-0.3594, 4.4588, -4.8137], [2.6685, 5.2727, -2.2003], [6.4405, 0.7267, 0.1768], [5.3183, -1.1472, -2.9693], [5.7541, 3.0892, -0.6075], [1.4470, -1.6335, -4.9405], [-1.9432, -2.3343, 1.7797], [-4.3390, 0.5511, 6.3065], [3.4086, 1.1226, 2.9119], [4.6818, 6.8128, 4.1058], [0.7775, -3.6117, -8.5430], [3.7333, 6.5678, 0.1692], [-6.1838, 4.4040, -1.7362], [-7.0579, 4.6801, -2.3260], [-4.3343, -0.5333, 6.1965], [-3.2398, -8.0547, -2.3764], [6.4696, -1.7954, -3.4316], [-4.6475, 2.7273, -0.9152], [3.6987, 0.8218, -1.0380], [5.3843, -0.6806, -0.2213], [-5.7489, -2.1093, 6.5387], [0.4558, -1.7624, -1.8337], [-1.5078, -6.5415, -5.2723], [3.4750, -1.7131, -1.7207], [-4.8071, -2.1873, 2.3266], [3.7702, 4.7998, 1.4480], [-1.0472, 2.9167, 5.6708], [0.6503, -3.0796, 0.1185], [-1.7389, -3.4086, -0.5096], [0.7257, 0.3389, 5.2842], [5.2984, 5.6741, 0.1177], [5.3985, 2.2790, -1.9854], [-0.3158, 6.6554, -4.5776], [-6.0820, 4.0291, 3.7474], [-4.3448, -0.9585, 0.6899], [5.2300, -3.0648, -2.1031], [3.1877, -2.2724, 1.4180], [-5.7695, -1.0579, 6.2517], [-0.3199, 6.2597, -3.5619], [1.6105, 1.7459, 5.9655], [-0.4161, -5.3170, -2.9008], [-5.4877, 1.0616, 2.9915], [3.9868, 1.0469, 1.8410], [4.3717, 3.8955, 1.3554], [-5.7408, 2.1489, -2.7618], [8.2202, -4.0448, -3.2204], [-3.6226, 2.3069, 1.4798], [1.7165, -1.7210, -7.2726], [-6.6750, 2.7486, 2.2231], [-5.3345, 4.9903, -2.0868], [-2.8071, -7.8736, -3.3602], [1.7721, -2.7184, -6.8363], [0.6309, 1.3079, 5.7742], [-0.7419, -8.2792, -2.9152], [-2.8241, -2.4419, 1.1470], [-5.6987, 2.8603, -3.5866], [-6.2918, -0.6005, 7.0919], [1.1337, 4.0504, 5.0651], [3.0150, -3.3517, -7.1491], [-2.7494, 1.4902, -1.2414], [-1.5448, 2.9758, -3.2929], [3.7838, -3.2893, -6.0565], [-6.5918, 1.4008, 2.3617], [1.3358, -0.4668, -2.6437], [0.0249, -5.7025, -4.0848], [0.4935, -3.5284, 1.8467], [-1.2942, 2.1203, 6.7391], [0.3418, 4.0059, 3.4887], [-1.5093, 4.0521, -2.0291], [-3.2915, -1.1168, 7.1572], [0.8765, -0.0115, -0.5639], [4.9059, 2.5746, -1.0591], [-3.6097, -1.9115, 7.8320], [0.7033, -3.6308, -7.4557]], "forces_ev_per_a": [[-0.3, -0.2, 0.0], [-0.1, 0.2, 0.1], [1.6, 2.1, -0.5], [0.1, 0.4, 0.3], [0.5, 0.6, -2.2], [0.2, 0.3, 0.1], [-0.3, -1.1, -0.5], [1.8, 1.2, 0.1], [1.2, -2.1, 2.2], [0.1, 0.1, -0.1], [-0.3, 0.2, -0.1], [0.0, 0.0, -0.5], [0.4, -1.2, 1.5], [-1.5, -0.1, 1.7], [-0.1, -0.6, -0.3], [0.6, 1.7, 0.7], [-1.2, 0.7, 1.9], [-2.6, 1.6, 0.5], [1.5, 2.8, -3.4], [2.3, -0.6, -0.9], [0.1, -0.5, -0.1], [-0.3, -0.7, 0.3], [1.2, -0.6, -0.8], [0.5, 0.3, -0.9], [-0.6, 0.2, 0.2], [-0.1, 0.0, -0.1], [0.6, -2.9, 3.0], [-1.0, 0.7, 0.5], [-0.2, -0.2, 0.4], [-0.2, 0.5, -0.4], [0.0, 0.5, 0.6], [-0.5, 0.0, -0.1], [-0.2, -1.8, 0.0], [-1.4, 0.3, -0.5], [0.1, -0.1, -0.2], [-1.4, -0.9, 1.4], [-1.7, -2.2, 1.7], [1.3, 1.3, 0.9], [-1.1, 0.6, -0.7], [-0.1, -0.2, 0.1], [-0.4, -0.2, -0.3], [-0.1, 1.6, 1.5], [0.9, -0.1, 0.2], [0.1, -0.3, 0.2], [-1.2, 0.2, -0.3], [0.2, -0.1, -0.2], [0.0, 1.3, 1.0], [0.9, -0.9, 1.3], [-0.3, -0.2, 0.1], [0.4, -0.2, 0.0], [0.4, -0.4, 0.4], [-0.6, -3.2, 1.8], [0.5, -0.2, 0.2], [-0.2, 1.1, -0.3], [0.3, -0.6, -1.0], [0.2, 0.1, 0.1], [0.2, -0.2, 0.4], [0.2, -0.2, 0.3], [1.4, -0.5, 1.3], [0.1, -0.1, -0.3], [-0.1, 0.0, 0.4], [0.1, 0.3, 0.2], [1.7, 0.6, 1.8], [-0.3, 0.4, -0.2], [0.4, 1.0, -1.4], [-0.1, -1.4, 0.0], [-0.4, -1.2, -1.3], [0.0, -0.7, -0.7], [-0.6, -0.2, 0.6], [2.5, -1.3, 1.8], [0.3, 0.4, -0.4], [-0.1, -0.2, -0.1], [0.2, -0.5, -0.1], [0.2, -0.4, -0.5], [1.7, 0.0, -0.2], [0.7, 0.1, 0.2], [0.5, 1.2, 1.0], [-0.4, 1.9, 0.6], [1.6, -1.0, -4.5], [-0.3, 0.2, -0.1], [-1.1, -1.6, 0.5], [0.4, 1.5, 0.3], [-1.3, 1.4, -2.5], [-0.5, 1.3, -1.3], [-1.2, 1.6, -2.7], [1.8, -2.1, -1.3], [-0.1, 0.3, 0.3], [0.3, 0.2, -0.1], [-0.3, 0.3, 0.1], [0.7, 0.9, -0.2], [0.2, 0.4, 0.4], [-1.9, -0.4, 0.6], [0.1, 0.6, 1.2], [0.8, 0.1, -0.8], [-1.2, -0.3, -1.4], [0.6, 0.3, 0.0], [-1.6, 0.3, 0.1], [0.1, 0.0, -0.5], [-1.8, 2.8, -0.7], [-0.4, 0.1, 0.9], [0.1, 0.2, -0.4], [0.2, 0.4, -0.4], [0.1, 0.1, -0.3], [1.3, -0.4, -1.6], [-2.0, -0.8, -1.8], [0.6, -0.3, 0.0], [0.3, 0.1, -0.1], [-0.2, 0.9, 1.2], [0.1, -0.8, -0.5], [-0.1, -0.2, 0.2], [0.2, 0.6, 0.2], [1.4, 0.1, 0.6], [2.4, -0.2, 2.1], [-0.1, -0.1, 0.0], [-0.1, 0.3, -0.2], [-0.2, -0.2, -0.8], [-0.1, 0.1, 0.1], [0.0, 0.5, 0.1], [1.5, 0.0, -1.2], [-1.1, 1.8, 0.1], [-1.4, 0.1, -0.7], [-1.9, -0.6, 0.6], [0.2, 0.3, 0.2], [-0.3, -0.3, 0.2], [0.0, -0.2, 0.5], [0.2, 0.4, 0.3], [-0.2, -0.4, -0.4], [0.0, 0.8, 0.2], [-0.2, -0.6, 0.5], [-0.5, -0.2, 0.0], [-1.2, -2.2, 1.8], [-0.4, 0.4, 0.2], [0.6, 0.2, 1.0], [-0.2, 0.9, -1.5], [0.0, -0.2, 0.3], [-0.1, -1.3, 1.3], [0.1, -0.5, 0.6], [-0.8, -0.4, 2.8], [0.0, 0.1, 0.3], [-0.9, -0.2, -1.0], [0.1, 0.5, 0.2], [0.1, 0.6, 0.0], [0.2, -0.1, -0.5], [-0.6, -0.2, 0.0], [0.2, -0.4, -0.3], [0.9, -0.6, 0.0], [-1.3, -0.6, -1.8], [-0.3, 0.9, -2.2], [0.3, 0.2, 0.2], [0.6, -1.1, 0.3], [0.2, -0.3, -0.3], [0.1, 0.3, 0.1], [-0.2, -0.2, 0.2], [0.3, 0.8, 0.7], [-2.0, -0.2, 0.2], [0.0, 0.0, -0.6], [3.0, -1.9, 0.2], [-1.7, -1.0, -1.9], [0.0, 0.0, -0.1], [0.3, 0.2, -1.9], [0.6, 0.5, 0.3], [2.1, 1.0, 1.1], [-0.4, 0.0, 0.2], [0.0, 0.7, 0.1], [-1.1, 0.5, 2.7], [-0.9, -2.2, -1.8], [0.9, -0.4, -1.1], [-0.6, -0.4, -0.4], [-1.1, 0.8, -0.4]], "lowdin_charge": [0.088, 0.162, -0.526, 0.113, 0.116, 0.135, 0.091, -0.277, 0.077, 0.084, 0.156, 0.079, -0.499, -0.110, -0.004, 0.071, 0.127, 0.111, 0.074, -0.576, 0.093, 0.005, 0.080, -0.071, 0.145, 0.086, -0.521, -0.577, 0.052, 0.094, 0.084, 0.159, 0.090, -0.292, 0.121, -0.049, -0.283, 0.129, 0.088, 0.100, 0.152, 0.041, -0.012, 0.062, -0.341, 0.143, 0.078, 0.096, 0.133, 0.114, 0.125, -0.506, 0.064, -0.003, 0.142, 0.083, 0.080, 0.143, 0.128, 0.126, 0.072, 0.068, 0.084, 0.145, 0.060, -0.085, 0.002, -0.015, 0.098, -0.513, 0.128, 0.078, 0.088, -0.017, -0.261, 0.085, 0.003, 0.104, -0.578, 0.045, 0.068, 0.103, 0.060, -0.267, 0.124, -0.325, 0.089, 0.092, 0.108, -0.092, 0.139, 0.051, -0.055, -0.074, -0.330, 0.152, 0.127, 0.146, 0.068, 0.091, 0.137, 0.123, 0.135, 0.145, 0.131, 0.085, 0.121, -0.011, 0.091, -0.280, 0.087, -0.093, 0.067, 0.135, 0.113, 0.092, 0.064, 0.130, 0.125, 0.086, -0.288, 0.055, 0.058, 0.068, 0.137, 0.128, 0.090, 0.138, 0.133, 0.133, 0.114, -0.112, 0.003, -0.092, 0.133, -0.549, 0.091, -0.608, 0.126, -0.083, 0.092, 0.080, 0.156, 0.058, 0.086, -0.015, -0.303, -0.086, 0.151, -0.307, 0.133, 0.082, 0.098, 0.104, 0.128, 0.077, -0.504, -0.558, 0.064, 0.065, 0.106, -0.505, 0.070, 0.088, -0.097, -0.279, -0.004, 0.137, -0.013], "orbital_gap_ev": 9.419, "energy_ha": -4962.7177, "homo_ha": -0.3545, "molar_mass_g_mol": 1327.16}



Please write out number 1 again, unchanged.
{"formula": "C3H8NO2P", "method": "wB97M-V/def2-TZVPD", "species": ["C", "H", "H", "O", "N", "H", "H", "C", "H", "H", "H", "O", "P", "C", "H"], "xyz": [[-1.1298, -1.8454, 0.0971], [-2.4122, 2.8691, -0.5235], [-1.5615, 3.6565, 0.9036], [-0.5955, -0.6392, 0.5979], [-0.4150, 2.8661, -0.6626], [-0.6748, -2.6935, 0.6141], [-2.2005, -1.8301, 0.2971], [-1.4745, 3.1473, -0.0634], [3.6586, -0.4675, -0.6168], [0.4403, 3.1585, -0.1929], [-0.9593, -1.9503, -0.9761], [1.7760, -1.0461, 0.0284], [0.6932, 0.1342, -0.0317], [3.0137, -1.2611, -0.2825], [3.3769, -2.2656, -0.1572]], "forces_ev_per_a": [[-0.1, -0.4, -0.1], [-0.3, -0.1, -0.1], [0.2, 0.0, -0.1], [0.3, 0.6, 0.2], [0.6, -0.1, -0.7], [0.0, 0.0, -0.1], [0.0, -0.1, 0.0], [-0.5, 0.3, 0.6], [0.0, 0.2, -0.1], [-0.2, 0.1, 0.3], [0.0, 0.0, 0.0], [-0.6, -0.9, 0.4], [-0.7, 0.6, -0.1], [1.3, -0.3, -0.3], [0.0, -0.1, 0.0]], "nbo_charge": [-0.246, 0.155, 0.143, -0.822, -0.605, 0.180, 0.188, -0.035, 0.146, 0.339, 0.176, -0.737, 1.032, -0.070, 0.156], "orbital_gap_ev": [7.793, 7.527], "energy_ha": -665.5688, "homo_ha": [-0.2574, -0.2705], "molar_mass_g_mol": 121.08}



What is the formula in the third record? C6H16N2



What is the formula in the second record? C5H12NS